Entry from the Open Molecules 2025 dataset: a cluster of 7 separate species, C30H66O20P2S3 in total (the ωB97M-V functional and the def2-TZVPD basis).

Each line ends with the Mulliken charge.
Atoms and positions in Å:
C  -11.042  -3.008  -2.453  -1.231
C  -9.945  -3.797  -3.227  -0.150
O  -9.058  -4.359  -2.272  -0.335
P  -8.038  -5.537  -2.712  0.948
O  -7.235  -5.085  -3.866  -0.655
O  -7.157  -5.835  -1.334  -0.385
C  -5.889  -6.457  -1.551  -0.076
C  -4.999  -6.594  -0.294  -1.315
O  -8.975  -6.875  -2.941  -0.279
C  -8.857  -7.685  -4.051  -0.198
C  -8.979  -6.904  -5.395  -1.016
H  -11.580  -3.651  -1.757  0.288
H  -10.437  -2.331  -1.850  0.311
H  -11.571  -2.274  -3.060  0.380
H  -10.451  -4.475  -3.914  0.215
H  -9.390  -3.293  -4.019  0.410
H  -6.125  -7.437  -1.965  0.234
H  -5.262  -5.951  -2.286  0.305
H  -4.598  -5.646  0.065  0.348
H  -5.548  -6.968  0.570  0.312
H  -4.002  -7.011  -0.431  0.382
H  -7.883  -8.169  -4.123  0.225
H  -9.531  -8.541  -4.004  0.398
H  -8.055  -6.475  -5.782  0.296
H  -9.380  -7.591  -6.140  0.392
H  -9.661  -6.054  -5.374  0.198
C  5.550  9.338  1.790  -0.962
C  4.132  9.750  2.183  -0.176
O  3.606  10.776  1.286  -0.436
P  2.904  10.476  -0.163  0.984
O  1.469  9.991  -0.093  -0.695
O  3.941  9.399  -0.831  -0.323
C  3.428  8.189  -1.335  -0.278
C  3.616  7.061  -0.362  -0.975
O  3.083  11.820  -1.017  -0.318
C  2.158  12.197  -1.992  -0.296
C  1.704  13.619  -1.542  -1.104
H  6.014  8.551  2.384  0.361
H  5.622  8.920  0.786  0.197
H  6.226  10.192  1.839  0.327
H  3.364  8.982  2.101  0.249
H  4.107  10.151  3.196  0.315
H  2.345  8.190  -1.456  0.288
H  3.844  8.037  -2.330  0.402
H  3.592  7.354  0.687  0.155
H  2.995  6.179  -0.519  0.346
H  4.630  6.666  -0.437  0.308
H  2.444  12.213  -3.044  0.395
H  1.312  11.511  -2.029  0.323
H  2.532  14.293  -1.323  0.264
H  1.120  14.106  -2.323  0.364
H  1.134  13.332  -0.658  0.284
O  -1.641  6.096  6.455  -0.632
S  -1.561  6.597  5.096  1.018
O  -0.456  6.161  4.194  -0.615
C  -3.142  6.445  4.199  -0.677
C  -3.350  7.858  3.489  -0.621
C  -2.934  8.947  4.416  -0.614
C  -1.610  8.538  5.060  -0.629
H  -3.839  6.317  5.027  0.347
H  -3.277  5.570  3.562  0.418
H  -2.641  7.897  2.661  0.283
H  -4.308  7.908  2.971  0.376
H  -3.773  9.110  5.092  0.297
H  -2.906  9.928  3.942  0.346
H  -1.277  9.011  5.983  0.405
H  -0.912  8.765  4.254  0.296
O  7.797  -8.414  -4.431  -0.619
S  6.630  -8.009  -3.625  1.031
O  5.800  -6.859  -4.116  -0.641
C  5.504  -9.435  -3.169  -0.646
C  6.216  -10.054  -1.982  -0.589
C  6.575  -8.847  -1.042  -0.650
C  7.234  -7.699  -1.861  -0.588
H  5.383  -10.038  -4.069  0.396
H  4.545  -9.112  -2.765  0.328
H  5.538  -10.778  -1.528  0.323
H  7.145  -10.529  -2.296  0.323
H  7.201  -9.171  -0.211  0.341
H  5.659  -8.456  -0.599  0.295
H  8.319  -7.755  -1.944  0.326
H  6.936  -6.667  -1.680  0.371
O  2.774  -7.294  4.941  -0.628
S  1.703  -7.030  5.932  1.015
O  0.272  -7.315  5.627  -0.623
C  2.188  -7.961  7.468  -0.706
C  1.844  -7.057  8.630  -0.563
C  2.329  -5.606  8.193  -0.673
C  1.826  -5.367  6.754  -0.631
H  3.265  -8.123  7.417  0.339
H  1.779  -8.967  7.366  0.428
H  0.794  -7.176  8.895  0.310
H  2.422  -7.339  9.509  0.319
H  3.418  -5.566  8.186  0.301
H  2.048  -4.909  8.982  0.354
H  2.293  -4.648  6.082  0.442
H  0.807  -5.008  6.898  0.316
C  1.824  -3.586  -0.144  -0.639
O  2.503  -2.496  0.422  -0.297
C  1.777  -1.471  0.965  0.778
O  0.545  -1.323  0.949  -0.564
O  2.654  -0.501  1.295  -0.296
C  2.032  0.751  1.676  -0.644
H  0.985  -3.373  -0.807  0.297
H  1.529  -4.249  0.669  0.289
H  2.504  -4.166  -0.769  0.243
H  1.462  0.539  2.580  0.285
H  1.252  1.186  1.051  0.292
H  2.745  1.559  1.841  0.259
C  0.634  0.356  -4.193  -0.708
O  0.493  1.024  -5.436  -0.310
C  1.457  1.593  -6.050  0.875
O  2.688  1.466  -5.753  -0.648
O  1.018  2.274  -6.987  -0.312
C  1.833  3.034  -7.857  -0.725
H  1.333  0.682  -3.423  0.342
H  0.813  -0.684  -4.465  0.296
H  -0.355  0.316  -3.737  0.267
H  1.307  3.781  -8.452  0.290
H  2.446  2.505  -8.586  0.312
H  2.681  3.532  -7.386  0.320

Cartesian forces, eV/Å:
2.552 0.659 -0.040
-1.592 0.323 -1.105
0.637 -1.912 0.622
0.298 0.413 0.367
-0.259 -0.937 0.548
-1.608 1.117 -1.347
1.453 -1.011 -0.073
-0.539 1.296 0.574
0.716 2.289 2.064
1.121 -0.181 -2.923
-0.510 -0.439 -0.171
-0.355 0.114 -0.504
-0.068 0.033 0.561
-0.589 -0.766 -0.247
-0.084 -1.226 0.690
0.359 1.064 0.685
0.311 -0.278 0.080
-0.506 0.363 -0.255
-0.758 0.799 -0.190
0.211 -0.570 -0.168
-0.532 -1.186 -0.555
0.367 0.037 0.435
-0.560 0.523 0.314
0.153 -0.333 0.382
0.054 -0.045 -0.140
-0.272 -0.146 0.398
0.232 -0.193 -0.372
-0.323 -0.404 -0.941
-0.242 0.919 -1.840
-1.137 -1.445 1.051
2.746 0.877 -0.149
-0.847 1.653 0.624
-1.600 -1.014 -0.295
1.928 -1.099 0.391
1.600 -1.597 1.255
-1.826 1.815 -0.716
-0.181 -1.388 -0.555
-0.447 0.076 0.623
-0.330 0.351 -0.090
-0.122 0.119 0.003
0.455 -0.559 0.421
-0.099 0.252 -0.228
-0.108 0.873 -0.256
0.304 -0.205 0.208
-0.654 0.267 -0.134
-0.380 0.358 -0.124
0.304 -0.079 -0.132
1.378 -0.170 0.214
-0.184 0.062 0.521
0.122 -0.376 0.178
-0.384 -0.132 0.204
-0.226 1.034 0.153
-0.094 0.212 -0.817
1.467 0.972 -1.781
-1.952 0.754 1.774
-0.551 1.348 0.447
1.134 -2.221 -1.113
-1.502 0.597 1.502
0.111 -0.980 -1.125
-0.271 0.194 0.016
0.680 0.159 -0.083
0.199 -0.330 -0.253
-0.253 0.233 0.632
0.199 -0.245 0.793
0.589 -0.119 -0.368
-0.331 -0.338 0.031
0.604 -0.240 0.329
-1.798 -0.007 1.106
-0.740 2.023 -0.615
1.665 -2.425 1.109
0.924 0.431 -0.135
0.604 0.745 -0.080
-0.194 0.168 -0.161
-0.509 -0.903 -1.446
0.061 -0.045 0.158
-0.020 0.649 -0.645
0.305 0.018 0.300
-0.057 -0.257 0.050
0.105 0.053 -0.126
-0.109 -0.056 0.009
-0.085 -0.131 0.094
-0.160 -0.264 0.393
-1.922 0.917 1.238
-0.178 -1.346 0.138
2.708 0.691 0.349
0.276 0.067 -1.056
0.689 0.304 -0.225
0.322 -1.248 -0.113
-1.214 0.069 0.421
0.112 0.364 -0.247
-0.574 0.242 0.309
-0.091 0.599 -0.129
-0.040 -0.079 0.023
0.131 -0.400 0.106
-0.472 0.371 -0.574
0.536 -0.262 0.299
-0.281 -0.287 -0.553
-0.461 -1.390 0.015
-0.316 1.688 0.743
-1.720 0.730 -1.910
3.021 -0.993 0.395
-0.544 0.260 -0.307
-0.982 -0.016 1.141
-0.147 0.609 0.427
-0.395 -0.046 -0.123
0.470 0.374 0.204
0.309 0.239 0.339
0.267 -0.721 -0.938
0.500 -0.728 0.009
-0.561 -1.753 0.114
-2.353 -0.196 1.501
7.636 -1.909 3.309
-3.362 0.394 -0.673
-2.338 3.109 -4.511
2.176 0.679 -0.694
0.339 0.556 -0.772
0.511 -0.078 0.332
-0.070 0.461 -0.170
-0.764 -0.323 0.634
-0.699 -1.183 -0.049
-0.515 0.243 0.991

Computed properties:
Energy above the lowest of the compared OMol25 structures with the same formula, charge and spin (kcal/mol): 127.69
SMILES: CCOP(=O)(OCC)OCC.CCOP(=O)(OCC)OCC.O=S1(=O)CCCC1.O=S1(=O)CCCC1.O=S1(=O)CCCC1.COC(=O)OC.COC(=O)OC
Frontier orbital gap (eV): 10.49
E_HOMO (eV): -10.1
E_LUMO (eV): 0.414